1.
{
  "formula": "C6H10O",
  "method": "ωB97M-V/def2-TZVPD",
  "e_lumo_ev": 0.72,
  "e_tot_ha": -309.7554,
  "e_homo_ev": -8.6476,
  "smiles": "CC1=CCC[C@H]1O",
  "elements": ["C", "C", "C", "C", "C", "C", "O", "H", "H", "H", "H", "H", "H", "H", "H", "H", "H"],
  "xyz": [[1.957977, -0.028413, -0.324105], [0.741751, 0.147296, 0.502503], [0.096006, -0.923289, 0.995671], [-1.376373, -0.851438, 0.659049], [-1.050962, -0.212107, -0.728297], [-0.288669, 1.028640, -0.221136], [-1.063793, 1.894077, 0.586008], [2.628632, -0.808828, 0.045829], [2.505423, 0.890515, -0.561120], [1.431801, -0.410056, -1.289086], [0.563907, -1.892211, 1.146157], [-1.944107, -0.181689, 1.332056], [-1.900523, -1.809683, 0.633329], [-0.171424, -0.711587, -1.324970], [-1.835546, -0.173842, -1.472518], [0.152985, 1.588357, -1.056919], [-0.447089, 2.454263, 1.077548]],
  "atomic_forces_ev_per_a": [[0.00, -0.34, -0.89], [-0.18, -0.41, 0.00], [0.38, 0.14, 0.58], [0.28, -0.21, -0.36], [-0.05, -0.09, -0.92], [0.15, -0.30, -0.35], [0.08, 0.05, 0.04], [-0.04, 0.13, -0.14], [-0.03, -0.23, 0.09], [1.66, 0.59, 0.99], [0.17, 0.23, 0.44], [0.22, -0.19, -0.63], [0.30, 0.00, -0.08], [-2.14, 0.09, 1.10], [-0.64, 0.71, 0.04], [0.07, -0.02, 0.18], [-0.23, -0.17, -0.11]]
}

---

2.
{
  "formula": "C28H25Cl2N5O3RuS",
  "method": "ωB97M-V/def2-TZVPD",
  "e_lumo_ev": [-0.60, -0.58],
  "e_tot_ha": -2994.9552,
  "e_homo_ev": [-6.8847, -6.8893],
  "elements": ["Ru", "Cl", "C", "C", "C", "C", "C", "Cl", "C", "S", "H", "H", "H", "C", "N", "N", "C", "O", "C", "C", "C", "C", "C", "C", "C", "C", "C", "H", "H", "H", "H", "H", "H", "H", "H", "H", "H", "H", "H", "N", "C", "C", "C", "C", "C", "C", "H", "H", "H", "H", "H", "C", "N", "C", "C", "C", "O", "N", "C", "O", "H", "H", "H", "H", "H"],
  "xyz": [[-0.319892, -1.339677, -0.139357], [-1.356541, -1.261316, 2.008115], [-2.430647, -2.659531, 2.018383], [-2.949739, -3.052331, 3.235759], [-3.835627, -4.113915, 3.273870], [-4.201038, -4.735820, 2.089483], [-3.654117, -4.324069, 0.888408], [-4.149805, -5.140549, -0.563802], [-2.714198, -3.283028, 0.804577], [-1.979069, -2.871415, -0.731723], [-2.659252, -2.529088, 4.137736], [-4.240661, -4.452583, 4.218032], [-4.913836, -5.549806, 2.088165], [0.569676, 4.696968, 0.456899], [0.237392, 3.658234, -0.516154], [-0.776060, 2.774507, -0.174916], [-0.454939, 1.516298, -0.627139], [-1.237524, 0.552048, -0.458289], [0.809554, 1.640075, -1.285974], [1.210367, 2.921821, -1.135645], [2.491359, 3.565684, -1.533833], [-2.084284, 3.250334, 0.113514], [-2.519231, 4.458297, -0.415444], [-3.799294, 4.911926, -0.128278], [-4.648870, 4.154293, 0.665514], [-4.211211, 2.935788, 1.167617], [-2.928387, 2.480634, 0.904282], [-0.345970, 5.066030, 0.908019], [1.062158, 5.517781, -0.059195], [1.219388, 4.302981, 1.242224], [1.329779, 0.821338, -1.746635], [3.081371, 2.870467, -2.126192], [3.070330, 3.850565, -0.651722], [2.310142, 4.465845, -2.122918], [-1.868020, 5.028411, -1.065680], [-4.133912, 5.855217, -0.540704], [-5.650074, 4.505308, 0.879862], [-4.872588, 2.331224, 1.774878], [-2.583783, 1.532781, 1.289668], [0.437005, -1.352057, -1.787285], [0.980565, -2.310567, -2.629453], [1.033380, -3.675328, -2.297501], [1.592775, -4.586861, -3.178546], [2.095759, -4.155138, -4.399367], [2.054173, -2.806137, -4.736293], [1.501904, -1.892310, -3.857745], [0.631084, -3.979457, -1.342133], [1.635607, -5.636449, -2.915855], [2.517892, -4.872176, -5.092887], [2.454301, -2.473897, -5.685323], [1.446736, -0.837588, -4.100261], [4.251311, 1.209186, 2.406113], [3.495985, 0.092761, 1.856560], [4.036978, -1.158230, 1.758107], [3.327352, -2.217847, 1.336204], [1.969033, -1.967165, 0.939013], [1.164537, -2.856810, 0.541128], [1.488469, -0.718698, 0.966698], [2.165462, 0.343667, 1.485319], [1.702450, 1.461567, 1.659411], [5.278136, 0.892671, 2.571501], [3.811443, 1.543472, 3.343894], [4.231881, 2.049511, 1.715562], [5.078290, -1.238578, 2.041104], [3.744544, -3.209268, 1.260630]],
  "atomic_forces_ev_per_a": [[2.18, -0.93, -0.76], [-0.56, -0.02, 0.89], [0.07, 0.01, -0.05], [0.02, 0.10, 0.07], [-0.04, -0.01, 0.03], [-0.03, -0.04, -0.03], [-0.03, -0.04, 0.01], [0.05, 0.03, 0.10], [0.15, 0.02, -0.28], [-0.41, 0.21, 0.12], [-0.01, -0.02, -0.03], [-0.02, 0.02, -0.03], [0.04, 0.00, 0.00], [0.09, -0.19, 0.08], [-0.17, 0.34, -0.16], [0.00, -0.08, 0.17], [-0.12, 0.08, -0.05], [0.00, -0.30, -0.18], [0.01, -0.20, 0.16], [-0.02, 0.15, -0.13], [-0.01, 0.00, 0.10], [0.09, -0.11, -0.02], [-0.05, 0.09, -0.07], [0.03, -0.04, 0.03], [0.04, -0.01, -0.05], [0.01, 0.03, -0.01], [-0.02, -0.01, 0.09], [-0.02, 0.03, -0.04], [0.00, 0.00, -0.02], [-0.03, -0.03, 0.01], [-0.03, 0.02, -0.07], [0.00, 0.00, 0.01], [0.00, -0.02, -0.02], [0.01, -0.01, 0.00], [0.00, -0.01, 0.03], [0.00, -0.01, 0.01], [0.02, -0.01, 0.00], [0.02, 0.01, 0.00], [0.00, 0.02, 0.01], [-0.13, 0.87, -0.40], [-0.35, -0.39, 0.87], [0.00, -0.10, -0.03], [-0.07, 0.04, 0.08], [0.01, 0.03, 0.01], [0.01, 0.02, -0.01], [0.02, 0.19, -0.15], [0.03, -0.09, -0.08], [-0.03, 0.01, -0.01], [0.02, 0.02, 0.01], [-0.02, 0.01, -0.01], [0.01, -0.03, -0.01], [-0.06, -0.01, -0.03], [0.11, -0.13, -0.05], [0.00, 0.19, 0.05], [-0.08, -0.16, -0.10], [0.18, -0.44, 0.19], [-0.40, 0.31, -0.15], [-0.49, 0.70, -0.14], [0.00, -0.06, 0.08], [-0.02, -0.05, -0.13], [0.00, -0.01, 0.00], [0.00, -0.02, 0.04], [0.02, -0.01, -0.04], [-0.02, 0.01, 0.06], [0.02, 0.03, 0.02]]
}

---

3.
{
  "formula": "C5H6ClN3O",
  "method": "ωB97M-V/def2-TZVPD",
  "e_lumo_ev": -0.32,
  "e_tot_ha": -893.6689,
  "e_homo_ev": -9.2990,
  "smiles": "O=CNN1CC=NC=C1Cl",
  "elements": ["O", "C", "N", "N", "C", "C", "N", "C", "C", "Cl", "H", "H", "H", "H", "H", "H"],
  "xyz": [[2.916975, 1.607915, -0.450385], [1.749233, 1.907207, -0.410411], [0.659654, 1.079443, -0.492042], [0.773069, -0.314225, -0.353384], [0.433702, -0.649239, 1.050276], [-0.980773, -0.601182, 1.378340], [-1.901227, -0.937478, 0.559200], [-1.743517, -1.071973, -0.779849], [-0.580135, -0.925650, -1.413279], [-0.109482, -1.349904, -3.007975], [1.448222, 3.037128, -0.096079], [-0.251007, 1.473052, -0.184897], [0.802110, -0.106339, 1.867496], [0.832019, -1.592781, 1.239189], [-1.406396, -0.168320, 2.280654], [-2.642447, -1.387654, -1.186855]],
  "atomic_forces_ev_per_a": [[-0.65, -0.19, -0.35], [0.32, 1.96, 1.55], [-1.04, 0.66, 0.04], [-2.56, -0.50, -1.63], [-0.49, 0.02, -0.99], [-2.45, -0.67, -1.25], [-0.86, 1.98, 2.10], [2.19, -0.92, -0.47], [2.87, 0.76, 2.19], [-0.25, 0.65, 0.92], [0.15, -2.20, -1.07], [0.99, -0.10, -0.40], [1.95, 1.79, 0.25], [0.42, -2.10, 0.17], [0.66, -0.49, 0.58], [-1.25, -0.65, -1.64]]
}

---

4.
{
  "formula": "C5H10NOS",
  "method": "ωB97M-V/def2-TZVPD",
  "charge": 1,
  "e_lumo_ev": -4.44,
  "e_tot_ha": -724.3099,
  "e_homo_ev": -13.7818,
  "elements": ["C", "C", "C", "C", "C", "N", "O", "S", "H", "H", "H", "H", "H", "H", "H", "H", "H", "H"],
  "xyz": [[-1.432159, 0.237507, -0.291594], [2.635503, 1.894310, 0.265521], [-2.429955, 0.911517, 0.669043], [-0.399475, -0.273182, 1.907876], [0.258836, -1.610658, -0.086545], [-0.188126, -0.232005, 0.460688], [1.735494, 1.444711, -0.412436], [-1.808718, 0.376010, 2.334727], [-1.904356, -0.672555, -0.711792], [-0.996701, 0.999955, -0.894502], [2.537332, 2.746488, 0.879079], [3.660939, 1.604626, 0.019111], [-2.143733, 1.986308, 0.563633], [-3.492865, 0.744738, 0.556789], [-0.495101, -2.453623, 0.350220], [0.232555, -1.646584, -1.183462], [1.214925, -1.895688, 0.318316], [0.531234, 0.440430, 0.282729]],
  "atomic_forces_ev_per_a": [[-0.93, -0.99, 0.77], [0.82, -0.19, -2.51], [2.17, 1.20, 0.06], [0.68, -0.42, 0.41], [-2.12, -1.76, 1.43], [-2.08, -2.26, 0.04], [-0.26, -0.21, 0.76], [-0.30, 0.12, -0.28], [0.56, 0.85, -0.46], [-0.37, 0.06, -1.50], [-0.56, 0.92, 1.41], [0.23, -0.40, 0.41], [-1.02, -0.55, 0.57], [0.03, -0.21, -0.23], [1.56, 2.29, -1.11], [0.02, 0.41, 0.46], [0.41, 0.36, 0.05], [1.15, 0.77, -0.29]]
}